Model P:
Entry from the OMol25 dataset: 2 unconnected molecules or ions with the total composition CH3IO (ωB97M-V/def2-TZVPD).

Summary:
LUMO energy: 0.0170 Ha
Structure (SMILES): C=O.I

```
! RIJCOSX wB97M-V def2-TZVPD def2/J DEFGRID3
* xyz 0 1
C 0.648 -0.727 -0.007
O 0.253 0.417 -0.056
I -3.401 -0.640 0.193
H -3.872 -0.106 -1.305
H 0.008 -1.369 0.631
H 1.646 -1.087 -0.424
*
```

=====

Model Q:
Entry from the OMol25 dataset: a single CH3IO molecule (ωB97M-V/def2-TZVPD).

Summary:
LUMO energy: 0.0107 Ha
Structure (SMILES): OCI

```
! RIJCOSX wB97M-V def2-TZVPD def2/J DEFGRID3
* xyz 0 1
C 0.329 -0.132 0.037
O -0.322 0.273 -1.065
I -0.459 0.593 2.018
H 0.523 -1.216 0.164
H 1.160 0.611 -0.178
H -1.231 -0.129 -0.976
*
```

=====

Winner for stability: model Q

=====

Model P:
Entry from the OMol25 dataset: a single CH6N4 molecule (ωB97M-V/def2-TZVPD).

Summary:
LUMO energy: 0.0328 Ha
Structure (SMILES): [H]/N=C(/N)NN

```
! RIJCOSX wB97M-V def2-TZVPD def2/J DEFGRID3
* xyz 0 1
C -0.322 0.234 0.441
H 1.068 -1.778 -0.517
H -0.194 -1.517 -1.556
H 1.049 0.927 -1.005
H 0.626 2.063 0.885
H -0.989 1.758 1.711
H -1.099 -1.458 0.113
N 0.703 -1.146 -1.261
N 0.478 0.147 -0.719
N -0.238 1.453 1.039
N -1.083 -0.683 0.870
*
```

=====

Model Q:
Entry from the OMol25 dataset: a single CH6N4 molecule (ωB97M-V/def2-TZVPD).

Summary:
LUMO energy (spin up / spin down): 0.0252 / 0.0208 Ha

```
! RIJCOSX wB97M-V def2-TZVPD def2/J DEFGRID3
* xyz 0 1
C 1.690 -0.096 0.005
N -1.707 0.428 0.139
N -0.421 0.888 -0.230
N -1.565 -0.886 -0.175
N 0.356 0.018 0.461
H 1.763 -0.206 -1.088
H 2.268 0.791 0.295
H 2.128 -0.963 0.497
H -1.848 0.639 1.137
H -0.336 0.825 -1.258
H -2.328 -1.437 0.216
*
```

=====

Model R:
Entry from the OMol25 dataset: 2 unconnected molecules or ions with the total composition CH6N4 (ωB97M-V/def2-TZVPD).

Summary:
LUMO energy (spin up / spin down): 0.0155 / -0.0226 Ha

```
! RIJCOSX wB97M-V def2-TZVPD def2/J DEFGRID3
* xyz 0 1
N -1.220 0.654 -0.713
N -0.353 1.490 -1.271
N -1.042 -0.586 -1.052
C 0.857 -0.823 1.903
N -0.245 -0.631 1.338
H -0.420 2.438 -0.929
H 0.407 1.158 -1.863
H -0.193 -0.755 -1.602
H -0.733 -1.089 0.001
H 1.228 -1.731 2.414
H 1.713 -0.126 1.774
*
```

=====

Model S:
Entry from the OMol25 dataset: a single CH6N4 molecule (ωB97M-V/def2-TZVPD).

Summary:
LUMO energy (spin up / spin down): 0.0232 / 0.0232 Ha
Structure (SMILES): [H]/N=N/N(C)N

```
! RIJCOSX wB97M-V def2-TZVPD def2/J DEFGRID3
* xyz 0 1
C 0.242 1.171 0.091
N -2.067 0.010 0.058
N -0.807 -1.039 0.152
N 1.466 -0.997 0.109
N 0.271 -0.306 0.094
H -0.643 1.584 0.656
H 1.301 1.400 0.288
H -0.136 1.556 -0.920
H -2.867 -0.608 -0.063
H 1.982 -0.744 -0.717
H 1.258 -2.024 0.251
*
```

=====

Winner for stability: model P

=====

Model P:
Entry from the OMol25 dataset: a molecular structure, C2H6NO (ωB97M-V/def2-TZVPD).

Summary:
LUMO energy: 0.1474 Ha

```
! RIJCOSX wB97M-V def2-TZVPD def2/J DEFGRID3
* xyz -1 1
C 0.419 -0.494 0.129
O 1.465 -1.787 -0.304
C -0.650 0.713 -0.264
N -1.421 1.730 0.438
H -0.093 -1.042 0.921
H 1.251 0.015 0.589
H -1.561 0.129 -0.567
H -0.251 1.032 -1.255
H 0.700 -1.108 -0.899
H -0.859 2.142 1.192
*
```

=====

Model Q:
Entry from the OMol25 dataset: 2 unconnected molecules or ions with the total composition C2H6NO (ωB97M-V/def2-TZVPD).

Summary:
LUMO energy: 0.1720 Ha

```
! RIJCOSX wB97M-V def2-TZVPD def2/J DEFGRID3
* xyz -1 1
C -1.782 -0.832 1.030
O -0.555 -0.456 0.585
H -2.485 -0.697 0.182
H -1.798 -1.872 1.433
H -2.109 -0.234 1.914
C 1.836 0.784 -0.544
N 0.862 0.656 -1.414
H 2.697 1.448 -0.848
H 1.729 0.420 0.481
H 0.045 0.279 -0.862
*
```

=====

Winner for stability: model Q

=====

Model P:
Entry from the OMol25 dataset: 5 unconnected molecules or ions with the total composition H11NO4 (ωB97M-V/def2-TZVPD).

Summary:
LUMO energy: 0.0170 Ha
Structure (SMILES): N.O.O.O.O

```
! RIJCOSX wB97M-V def2-TZVPD def2/J DEFGRID3
* xyz 0 1
N -1.888 3.407 -1.817
H -2.737 3.807 -1.414
H -1.243 4.192 -1.938
H -2.205 3.360 -2.794
H -0.966 -2.759 1.695
H 0.340 -2.040 1.403
O -0.116 -2.549 2.083
H 0.673 -2.528 -1.689
H -0.310 -1.272 -1.544
O -0.182 -2.204 -1.377
H 0.484 1.301 -2.026
H -0.761 1.794 -1.554
O -0.399 0.952 -1.907
H 1.861 0.135 2.627
H 2.456 0.216 4.086
O 2.667 0.084 3.160
*
```

=====

Model Q:
Entry from the OMol25 dataset: 5 unconnected molecules or ions with the total composition H11NO4 (ωB97M-V/def2-TZVPD).

Summary:
LUMO energy: 0.0163 Ha
Structure (SMILES): N.O.O.O.O

```
! RIJCOSX wB97M-V def2-TZVPD def2/J DEFGRID3
* xyz 0 1
N 1.471 1.611 -0.584
H 2.112 2.426 -1.034
H 0.904 1.931 0.209
H 0.950 1.424 -1.304
H 0.686 -0.668 -1.024
H 0.620 -2.203 -0.862
O 0.128 -1.429 -0.878
H 0.059 -2.285 1.646
H 0.282 -1.430 2.789
O -0.405 -1.912 2.456
H -1.554 0.166 2.390
H -1.134 0.030 0.802
O -1.272 0.676 1.595
H -0.972 -0.166 -2.117
H -1.359 1.178 -1.951
O -0.516 0.653 -2.133
*
```

=====

Winner for stability: model P

=====

Model P:
Entry from the OMol25 dataset: a gas-phase ion, C4H7O2 (charge -1) (ωB97M-V/def2-TZVPD).

Summary:
LUMO energy: 0.1416 Ha
Structure (SMILES): O=CCCC[O-]

```
! RIJCOSX wB97M-V def2-TZVPD def2/J DEFGRID3
* xyz -1 1
C 0.482 -0.923 -1.406
O 0.686 -0.191 -2.482
C 0.731 -0.221 -0.058
C -0.336 0.809 0.277
C -1.004 0.655 1.618
O -0.468 0.346 2.649
H -0.604 -1.272 -1.291
H 1.111 -1.851 -1.298
H 0.793 -1.028 0.677
H 1.738 0.198 -0.089
H -1.118 0.793 -0.488
H 0.091 1.809 0.265
H -2.102 0.877 1.627
*
```

=====

Model Q:
Entry from the OMol25 dataset: a gas-phase ion, C4H7O2 (charge -1) (ωB97M-V/def2-TZVPD).

Summary:
LUMO energy: 0.1547 Ha
Structure (SMILES): [O-]/C=C\CCO

```
! RIJCOSX wB97M-V def2-TZVPD def2/J DEFGRID3
* xyz -1 1
O -2.512 -0.252 0.852
C -1.582 -1.166 0.733
C -0.252 -0.968 0.327
C -0.075 0.171 -0.663
C 1.317 0.806 -0.467
O 1.402 1.598 0.728
H -1.839 -2.216 1.175
H 0.546 1.473 1.109
H 0.494 -1.790 0.274
H -0.857 0.947 -0.460
H -0.225 -0.156 -1.660
H 1.500 1.496 -1.413
H 2.082 0.057 -0.535
*
```

=====

Winner for stability: model Q

=====

Model P:
Entry from the OMol25 dataset: a molecular structure, C31H23N5O3S5V (ωB97M-V/def2-TZVPD).

Summary:
LUMO energy (spin up / spin down): 0.1528 / 0.1528 Ha

```
! RIJCOSX wB97M-V def2-TZVPD def2/J DEFGRID3
* xyz -2 4
V 0.848 0.320 -0.477
S 4.457 2.818 0.978
C 4.817 1.226 1.516
C 3.833 0.344 1.185
C 2.728 0.906 0.459
C 2.959 2.245 0.281
C 2.041 3.101 -0.452
C 2.199 4.479 -0.610
C 1.276 5.187 -1.352
C 0.213 4.511 -1.936
C 0.115 3.147 -1.730
N 0.992 2.456 -1.006
H 5.735 1.034 2.054
H 3.889 -0.703 1.460
H 3.038 4.976 -0.141
H 1.381 6.259 -1.471
H -0.534 5.025 -2.525
H -0.691 2.554 -2.150
C -3.423 2.835 -0.176
N -2.773 2.030 0.832
C -3.013 0.678 1.027
C -2.171 0.251 1.976
N -1.408 1.354 2.361
C -1.794 2.473 1.667
S -1.267 4.057 1.834
C -0.285 1.239 3.220
C -0.346 0.374 4.306
C 0.798 0.226 5.065
C 1.931 0.953 4.729
C 1.872 1.791 3.627
N 0.784 1.925 2.878
H -4.503 2.699 -0.109
H -3.077 2.523 -1.164
H -3.164 3.874 0.010
H -3.699 0.132 0.407
H -1.955 -0.737 2.346
H -1.245 -0.187 4.516
H 0.807 -0.462 5.901
H 2.851 0.855 5.291
H 2.738 2.357 3.302
S 1.803 -0.451 -2.612
C 0.440 -0.936 -3.609
C 0.694 -1.541 -4.849
C -0.320 -1.972 -5.688
C -1.645 -1.806 -5.296
C -1.917 -1.212 -4.074
C -0.905 -0.768 -3.212
S -1.365 -0.055 -1.670
H 1.731 -1.668 -5.141
H -0.078 -2.437 -6.639
H -2.458 -2.140 -5.931
H -2.944 -1.085 -3.750
O -0.271 -4.993 3.326
S -1.066 -4.071 2.546
O -2.473 -4.017 2.880
N -0.422 -2.593 2.513
C -0.034 -2.254 1.281
O 0.426 -1.142 0.974
C -0.262 -3.325 0.250
C 0.030 -3.289 -1.102
C -0.328 -4.391 -1.869
C -0.949 -5.496 -1.290
C -1.226 -5.531 0.073
C -0.871 -4.425 0.816
H 0.521 -2.426 -1.541
H -0.132 -4.375 -2.934
H -1.225 -6.340 -1.913
H -1.711 -6.384 0.532
*
```

=====

Model Q:
Entry from the OMol25 dataset: a molecular structure, C31H23N5O3S5V (ωB97M-V/def2-TZVPD).

Summary:
LUMO energy (spin up / spin down): 0.1517 / 0.1516 Ha

```
! RIJCOSX wB97M-V def2-TZVPD def2/J DEFGRID3
* xyz -2 4
V 0.325 0.224 0.942
S -0.832 -0.412 5.339
C -0.624 1.289 5.209
C -0.273 1.675 3.951
C -0.155 0.606 2.997
C -0.433 -0.575 3.646
C -0.436 -1.829 2.929
C -0.688 -3.083 3.500
C -0.726 -4.204 2.696
C -0.514 -4.067 1.330
C -0.253 -2.801 0.832
N -0.194 -1.713 1.602
H -0.772 1.918 6.075
H -0.096 2.712 3.694
H -0.861 -3.151 4.567
H -0.923 -5.176 3.132
H -0.550 -4.907 0.651
H -0.082 -2.625 -0.227
C -2.180 0.945 -3.766
N -0.737 0.800 -3.677
C 0.164 1.833 -3.858
C 1.380 1.370 -3.533
N 1.221 0.045 -3.151
C -0.106 -0.312 -3.227
S -0.819 -1.822 -3.016
C 2.261 -0.695 -2.525
C 3.553 -0.620 -3.037
C 4.529 -1.356 -2.395
C 4.183 -2.141 -1.305
C 2.866 -2.127 -0.876
N 1.921 -1.406 -1.475
H -2.402 1.712 -4.507
H -2.594 1.242 -2.803
H -2.608 -0.007 -4.073
H -0.158 2.816 -4.147
H 2.325 1.872 -3.439
H 3.773 -0.008 -3.900
H 5.556 -1.310 -2.736
H 4.923 -2.713 -0.762
H 2.558 -2.678 0.003
S 2.760 -0.158 1.547
C 3.677 0.798 0.409
C 5.054 0.595 0.273
C 5.834 1.325 -0.614
C 5.239 2.308 -1.394
C 3.875 2.540 -1.265
C 3.064 1.803 -0.393
S 1.347 2.141 -0.331
H 5.514 -0.172 0.886
H 6.899 1.126 -0.689
H 5.827 2.904 -2.084
H 3.402 3.326 -1.847
O -5.337 2.201 -1.824
S -4.664 2.505 -0.580
O -4.970 3.789 0.008
N -3.079 2.242 -0.687
C -2.686 1.228 0.086
O -1.548 0.760 0.172
C -3.816 0.615 0.891
C -3.746 -0.428 1.795
C -4.928 -0.837 2.402
C -6.139 -0.216 2.101
C -6.201 0.834 1.191
C -5.014 1.229 0.606
H -2.793 -0.893 2.015
H -4.907 -1.648 3.120
H -7.046 -0.557 2.588
H -7.137 1.324 0.955
*
```

=====

Winner for stability: model P